# 1
A 2-piece molecular cluster, C3H4ClFO overall, computed with the ωB97M-V functional and the def2-TZVPD basis.

Positions of all 10 atoms, in Å:
1 C 2.16404 0.01791 0.35691
2 C -0.44324 0.11076 -0.95259
3 C -1.38369 -0.05316 0.27147
4 O 2.47282 1.06770 0.77604
5 F -2.51424 0.67219 -0.05848
6 Cl 2.73702 -1.55322 0.75120
7 H -0.00370 1.06894 -1.12047
8 H -0.37947 -0.69031 -1.71154
9 H -1.67279 -1.10337 0.61091
10 H -0.97676 0.46255 1.07654

Computed properties:
HOMO energy (alpha / beta) ... -9.254 / -9.118 eV
Total energy ... -751.86508 hartree
Energy relative to the best compared isomer or geometry (same formula, charge and spin) ... 79.0 kcal per mole


# 2
A 14-piece molecular cluster, C42H84O42 overall, computed with the ωB97M-V functional and the def2-TZVPD basis.

Positions of all 168 atoms, in Å:
1 C -3.63588 -2.31115 -8.46413
2 O -3.69060 -1.36138 -7.41149
3 C -2.62045 -0.58886 -7.23981
4 O -1.65158 -0.52828 -7.94702
5 O -2.82638 0.14116 -6.14240
6 C -1.70770 0.82797 -5.60835
7 H -2.74087 -2.21775 -9.07521
8 H -4.50657 -2.16203 -9.10075
9 H -3.66408 -3.31634 -8.04553
10 H -2.06427 1.68803 -5.03995
11 H -1.01921 1.15730 -6.38256
12 H -1.19188 0.22296 -4.85710
13 C 1.12633 2.60185 -4.53171
14 O 0.24313 2.69650 -3.41592
15 C 0.15650 3.87867 -2.81422
16 O 0.89090 4.81106 -2.98773
17 O -0.90022 3.82537 -2.01243
18 C -1.05894 4.79296 -0.96233
19 H 0.77259 3.23985 -5.34293
20 H 1.14017 1.55845 -4.82551
21 H 2.14406 2.90331 -4.28174
22 H -0.44806 5.67757 -1.12402
23 H -0.82838 4.27812 -0.03389
24 H -2.09875 5.10407 -0.96537
25 C 5.84201 -4.09816 3.86670
26 O 5.05296 -3.09936 3.23665
27 C 5.69075 -2.02114 2.78111
28 O 6.88725 -1.91839 2.67012
29 O 4.80078 -1.08876 2.51587
30 C 5.18871 0.08220 1.78476
31 H 6.81407 -3.72861 4.18416
32 H 6.02933 -4.92196 3.17489
33 H 5.27909 -4.47501 4.71661
34 H 4.27068 0.56808 1.50067
35 H 5.80196 -0.21616 0.93436
36 H 5.78314 0.74207 2.41415
37 C 2.35442 3.85029 -0.02536
38 O 3.35459 4.70059 0.53875
39 C 4.21369 4.15495 1.37861
40 O 4.37296 2.97957 1.60832
41 O 4.92926 5.13529 1.92726
42 C 6.11876 4.72592 2.60597
43 H 1.99377 3.13239 0.70788
44 H 2.76533 3.29932 -0.87945
45 H 1.57074 4.47378 -0.43917
46 H 6.88334 4.45002 1.87862
47 H 5.89583 3.87190 3.24157
48 H 6.47051 5.56803 3.19070
49 C 0.21976 3.63694 3.02265
50 O 1.04769 4.73340 3.40791
51 C 0.90935 5.86825 2.73292
52 O 0.14095 6.06221 1.82519
53 O 1.78366 6.75023 3.21548
54 C 1.55957 8.10552 2.82427
55 H 0.85737 2.76560 3.00478
56 H -0.19799 3.75453 2.02390
57 H -0.62977 3.57826 3.70164
58 H 1.48484 8.22365 1.74401
59 H 2.40108 8.65747 3.22721
60 H 0.62095 8.48177 3.23670
61 C -4.69269 -0.83872 -3.42984
62 O -6.05366 -0.43679 -3.47363
63 C -6.83253 -0.92370 -2.51539
64 O -6.47390 -1.60711 -1.59094
65 O -8.06977 -0.50001 -2.73595
66 C -9.04916 -0.93430 -1.81829
67 H -4.14237 -0.44954 -2.57144
68 H -4.28426 -0.54834 -4.39048
69 H -4.58493 -1.92160 -3.30174
70 H -9.08543 -2.02032 -1.75212
71 H -9.99806 -0.49586 -2.10847
72 H -8.85006 -0.56609 -0.80619
73 C 1.21483 -3.24017 -2.23560
74 O 2.54493 -3.67328 -2.04010
75 C 3.01040 -3.75172 -0.80574
76 O 2.41791 -3.46148 0.20445
77 O 4.25355 -4.20572 -0.87969
78 C 4.92361 -4.51708 0.32808
79 H 0.55410 -3.90970 -1.67100
80 H 0.89843 -3.38373 -3.26370
81 H 1.00231 -2.22791 -1.89364
82 H 4.24239 -5.00614 1.02442
83 H 5.26855 -3.61122 0.82943
84 H 5.80012 -5.10882 0.09062
85 C -1.35661 0.52710 -1.61270
86 O -0.22396 0.02249 -0.90027
87 C 0.14141 0.58598 0.22613
88 O -0.22504 1.64614 0.68348
89 O 1.04907 -0.19769 0.79850
90 C 1.67177 0.23403 2.00733
91 H -1.28660 1.59229 -1.80841
92 H -2.26722 0.37869 -1.02822
93 H -1.40281 -0.07102 -2.51551
94 H 2.24331 -0.55269 2.48081
95 H 0.95599 0.69685 2.68280
96 H 2.29364 1.07296 1.67162
97 C -3.38911 3.12924 1.62785
98 O -3.76882 3.89973 0.48598
99 C -4.74240 3.42646 -0.26171
100 O -5.34742 2.38833 -0.10865
101 O -5.04856 4.34076 -1.17956
102 C -6.21055 4.05579 -1.95595
103 H -2.66705 3.70564 2.19205
104 H -2.93209 2.19715 1.29527
105 H -4.26585 2.88124 2.22442
106 H -6.05786 3.13682 -2.52514
107 H -6.35855 4.86136 -2.66650
108 H -7.06849 3.93762 -1.29760
109 C -3.43397 -4.95912 -4.99714
110 O -2.60981 -3.79295 -4.81168
111 C -2.33130 -3.34970 -3.59409
112 O -1.62260 -2.40172 -3.38554
113 O -2.93194 -4.07121 -2.64306
114 C -2.56319 -3.75153 -1.29532
115 H -3.73746 -4.93516 -6.03842
116 H -4.28677 -4.88777 -4.32952
117 H -2.86711 -5.87064 -4.81927
118 H -3.19658 -4.34165 -0.63988
119 H -2.74745 -2.70619 -1.05783
120 H -1.51464 -3.99252 -1.14708
121 C 3.11615 0.00243 -1.70628
122 O 2.26859 -0.00746 -2.84374
123 C 2.49065 -0.83123 -3.85669
124 O 3.38887 -1.61626 -3.95157
125 O 1.45903 -0.69055 -4.68594
126 C 1.44243 -1.42090 -5.90659
127 H 3.13695 -1.02363 -1.32933
128 H 2.67966 0.61722 -0.92950
129 H 4.12946 0.32290 -1.94506
130 H 0.60531 -1.05863 -6.49207
131 H 1.41658 -2.49583 -5.72641
132 H 2.37047 -1.25136 -6.46102
133 C 0.66546 -0.02634 7.28546
134 O 1.92773 0.59709 7.16434
135 C 2.27499 1.01474 5.94751
136 O 1.56364 1.02138 4.97609
137 O 3.53878 1.41676 5.99976
138 C 4.14481 1.60967 4.73374
139 H 0.68617 -0.74744 8.10396
140 H 0.44880 -0.61715 6.39474
141 H -0.12462 0.68431 7.52175
142 H 5.20490 1.85752 4.84131
143 H 3.77299 2.49201 4.21030
144 H 4.12780 0.69196 4.14927
145 C -4.27942 -0.62727 0.41276
146 O -3.16462 -0.22944 1.22303
147 C -2.71335 -1.13063 2.09477
148 O -3.17987 -2.21684 2.30607
149 O -1.68327 -0.56800 2.72072
150 C -1.02997 -1.32428 3.72502
151 H -4.44397 0.13810 -0.33461
152 H -5.18912 -0.70961 1.00606
153 H -4.06047 -1.59570 -0.02776
154 H -0.53963 -2.17163 3.24108
155 H -1.67393 -1.73442 4.50482
156 H -0.31400 -0.65731 4.19912
157 C 0.01286 -7.20316 5.96089
158 O 0.15315 -5.78464 6.05582
159 C 1.16999 -5.27023 5.37345
160 O 2.04269 -5.88747 4.82232
161 O 1.07373 -3.94244 5.43273
162 C 2.05248 -3.22066 4.70453
163 H 0.95629 -7.68760 6.21400
164 H -0.24908 -7.51087 4.94951
165 H -0.76020 -7.46176 6.67454
166 H 2.19731 -3.59465 3.68842
167 H 2.98391 -3.10904 5.25024
168 H 1.61395 -2.24150 4.48992

Computed properties:
HOMO energy ... -10.546 eV
Total energy ... -4810.92570 hartree
Energy relative to the best compared isomer or geometry (same formula, charge and spin) ... 0.9 kcal per mole


# 3
C3H3O2Y as an isolated structure, computed with the ωB97M-V functional and the def2-TZVPD basis.

Positions of all 9 atoms, in Å:
1 C -2.95408 -0.07490 0.81293
2 C -1.58500 0.10205 0.31169
3 H -3.02421 0.06617 1.90858
4 H -3.55531 0.73313 0.34917
5 H -3.41576 -1.01040 0.44223
6 O -0.44223 0.04398 1.63082
7 C 0.80772 0.44328 1.42202
8 Y -0.17782 0.81897 -1.39860
9 O 1.11045 0.80256 0.23906

Computed properties:
HOMO energy (alpha / beta) ... -11.591 / -11.585 eV
Total energy ... -304.46652 hartree
Charge ... +1
Energy relative to the best compared isomer or geometry (same formula, charge and spin) ... 0.0 kcal per mole
2S+1 ... 2


# 4
C26H20ClDyN4O5Se2Te2 as an isolated structure, computed with the ωB97M-V functional and the def2-TZVPD basis.

Positions of all 61 atoms, in Å:
1 Dy -10.02008 -6.96800 -13.87219
2 O -10.55578 -7.59556 -9.51650
3 C -10.04723 -6.47862 -8.98968
4 C -10.20126 -6.31622 -7.60427
5 C -9.62451 -5.24882 -6.95081
6 C -8.81856 -4.32042 -7.65252
7 C -8.58995 -4.54136 -8.99534
8 C -9.20973 -5.58356 -9.70187
9 C -9.03012 -5.70418 -11.17164
10 O -9.67738 -6.62318 -11.71623
11 N -8.35139 -4.81144 -11.82186
12 N -8.46341 -5.01824 -13.20617
13 C -7.85001 -4.12425 -13.87280
14 C -8.02822 -3.90010 -15.33505
15 C -7.70077 -2.63543 -15.76676
16 C -7.89408 -2.22492 -17.08726
17 C -8.54012 -3.13234 -17.92241
18 C -8.97794 -4.40266 -17.51139
19 C -8.76377 -4.84877 -16.15263
20 O -9.20565 -5.95954 -15.74945
21 H -10.39917 -7.56920 -10.45371
22 H -10.77856 -7.03972 -7.06655
23 H -9.80198 -5.22270 -5.90247
24 H -8.43700 -3.43431 -7.17463
25 H -8.02040 -3.87302 -9.66789
26 H -7.36207 -3.32906 -13.34603
27 H -7.27732 -1.92427 -15.08128
28 H -7.57479 -1.21738 -17.35689
29 H -8.82671 -2.82730 -18.92930
30 H -9.46657 -5.01803 -18.19029
31 Se -11.51584 -8.88219 -12.34713
32 Te -11.16309 -10.80303 -13.95851
33 Te -8.49392 -11.05839 -13.88466
34 Se -7.61238 -8.84233 -14.49667
35 Cl -13.13680 -0.32566 -17.62757
36 C -12.96936 -1.39984 -16.34066
37 C -14.07521 -1.75567 -15.58335
38 C -13.90595 -2.76118 -14.63047
39 C -12.70834 -3.38569 -14.37550
40 C -11.58885 -2.92764 -15.11371
41 C -11.71687 -1.95529 -16.07733
42 C -12.60004 -4.74567 -13.68483
43 O -13.61491 -5.22429 -13.15788
44 O -11.44594 -5.32194 -13.70347
45 H -15.08553 -1.31558 -15.71686
46 H -14.80188 -3.20562 -14.19945
47 H -10.60832 -3.39770 -14.97929
48 H -10.86043 -1.75365 -16.69264
49 N -15.51279 -5.34773 -16.57249
50 C -14.36722 -5.99552 -16.26471
51 C -14.35535 -7.19543 -15.54955
52 C -13.13210 -7.80153 -15.25970
53 N -11.95725 -7.26957 -15.61291
54 C -11.99039 -6.22446 -16.44592
55 C -13.16752 -5.58110 -16.84404
56 H -16.38951 -5.47878 -16.09316
57 H -15.51951 -4.39839 -16.93514
58 H -15.18264 -7.61860 -15.04229
59 H -13.07304 -8.65831 -14.65710
60 H -11.00122 -5.90092 -16.78774
61 H -13.03058 -4.67067 -17.38591

Computed properties:
HOMO energy (alpha / beta) ... -1.300 / -1.299 eV
Total energy ... -8282.48279 hartree
Charge ... -2
Energy relative to the best compared isomer or geometry (same formula, charge and spin) ... 0.0 kcal per mole
2S+1 ... 6


# 5
A 2-piece molecular cluster, C3H12N2O2 overall, computed with the ωB97M-V functional and the def2-TZVPD basis.

Positions of all 19 atoms, in Å:
1 N 1.06610 1.64837 1.40399
2 C 1.38015 0.79135 0.26791
3 C 1.00023 -0.68459 0.48021
4 N -0.48506 -0.89826 0.27085
5 C -0.84978 -1.52324 -1.03340
6 O 0.04560 -1.14879 -2.04078
7 H 0.83171 1.07340 2.20258
8 H 0.29784 2.27953 1.23433
9 H 2.47363 0.75015 0.15555
10 H 0.95470 1.08402 -0.66822
11 H 1.56587 -1.32682 -0.19091
12 H 1.06155 -0.86575 1.55342
13 H -0.72307 -1.58307 0.97563
14 H -0.85088 -2.59952 -0.89465
15 H -1.81694 -1.09810 -1.29948
16 H -0.23616 -0.32696 -2.44788
17 O -2.24559 1.39889 0.20507
18 H -2.03360 2.18377 -0.31048
19 H -1.43630 0.84562 0.13625

Computed properties:
HOMO energy ... -9.166 eV
Total energy ... -381.45511 hartree
Energy relative to the best compared isomer or geometry (same formula, charge and spin) ... 37.5 kcal per mole
SMILES string ... NCCNCO.O


# 6
One molecule with the formula C4H2F2, computed with the ωB97M-V functional and the def2-TZVPD basis.

Positions of all 8 atoms, in Å:
1 C -1.91890 -0.96972 -0.09544
2 C -0.89689 -0.25957 -0.18742
3 C 0.20994 0.59478 -0.32282
4 C 1.34649 0.32876 0.29033
5 F 2.41689 1.10083 0.19106
6 F 1.56380 -0.66630 1.09054
7 H -2.85200 -1.54562 0.02393
8 H 0.13068 1.41684 -0.99018

Computed properties:
HOMO energy ... -9.173 eV
Total energy ... -353.25410 hartree
Energy relative to the best compared isomer or geometry (same formula, charge and spin) ... 4.2 kcal per mole
SMILES string ... C#CC=C(F)F


# 7
CH2N2O3 as an isolated structure, computed with the ωB97M-V functional and the def2-TZVPD basis.

Positions of all 8 atoms, in Å:
1 C 0.41327 -0.22519 0.18307
2 N 1.51391 -0.47010 -0.17027
3 N -0.87733 -0.79819 0.50419
4 O 2.65205 -0.61434 -0.46011
5 O -1.34746 -1.50481 -0.34077
6 O -1.38132 -0.54033 1.55958
7 H -0.21051 1.78205 -0.65609
8 H -0.76261 2.37092 -0.61960

Computed properties:
HOMO energy ... -11.127 eV
Total energy ... -374.25784 hartree
Energy relative to the best compared isomer or geometry (same formula, charge and spin) ... 138.9 kcal per mole


# 8
A 6-piece molecular cluster, C12H18N6 overall, computed with the ωB97M-V functional and the def2-TZVPD basis.

Positions of all 36 atoms, in Å:
1 C 4.83990 -4.74862 1.39918
2 C 3.81571 -3.74644 1.08646
3 N 2.97802 -3.11331 0.58757
4 H 5.08094 -4.59355 2.46205
5 H 5.66898 -4.60603 0.73765
6 H 4.39038 -5.69981 1.28530
7 C -3.32532 3.75457 1.16510
8 C -2.95655 2.38737 1.21213
9 N -2.76040 1.26812 1.13274
10 H -3.22884 4.24686 2.16020
11 H -4.32450 3.78270 0.70928
12 H -2.68016 4.38110 0.54999
13 C -0.30944 -4.32579 0.07790
14 C 0.67672 -5.43181 0.04053
15 N 1.33054 -6.39180 -0.05401
16 H 0.03131 -3.54593 0.76581
17 H -1.28832 -4.59232 0.44531
18 H -0.37188 -3.79355 -0.88104
19 C 1.13858 5.24255 -0.89941
20 C -0.22155 5.92180 -0.72723
21 N -1.18379 6.51393 -0.53622
22 H 1.05749 4.19883 -1.35922
23 H 1.51004 5.11706 0.08748
24 H 1.70144 5.92789 -1.43288
25 C 1.24984 -0.27775 0.19701
26 C 0.62195 0.85619 -0.37647
27 N 0.17929 1.84263 -0.82555
28 H 1.33549 -0.09792 1.26217
29 H 2.19206 -0.58231 -0.27802
30 H 0.51768 -1.15358 0.00412
31 C -3.16306 0.65649 -1.79939
32 C -2.51210 -0.60523 -1.37496
33 N -2.02425 -1.61882 -1.14452
34 H -3.93085 0.43681 -2.53613
35 H -2.38009 1.31837 -2.21220
36 H -3.65526 1.07129 -0.93068

Computed properties:
HOMO energy ... -11.227 eV
Total energy ... -796.51239 hartree
Energy relative to the best compared isomer or geometry (same formula, charge and spin) ... 15.0 kcal per mole
SMILES string ... CC#N.CC#N.CC#N.CC#N.CC#N.CC#N


Q: Which value of total energy does entry 5 give?
A: -381.45511 hartree